[1]
Below is a structure of composition C6H19NSi2, with properties calculated with the ωB97M-V functional and the def2-TZVPD basis.

```
! RIJCOSX wB97M-V def2-TZVPD def2/J DEFGRID3
* xyz 0 1
C 1.900 -0.638 0.967
C 3.412 0.951 -0.308
C -0.720 -2.261 -0.636
C -3.110 -1.274 -0.753
C 2.602 -0.132 -0.303
C -1.622 -0.994 -0.300
N -1.323 1.750 0.393
Si -0.169 2.506 1.409
Si -0.851 0.793 -0.922
H 2.328 -1.703 1.290
H 2.164 0.146 1.649
H 0.830 -0.587 0.925
H 3.897 1.147 -1.249
H 3.736 1.640 0.520
H 0.468 1.219 -0.575
H 0.283 -2.370 -0.058
H -1.286 -3.106 -0.243
H -0.529 -2.418 -1.754
H -3.432 -2.210 -0.546
H -3.132 -1.034 -1.844
H -3.850 -0.614 -0.465
H 2.402 -0.658 -1.194
H -1.607 -0.934 0.829
H -2.272 2.151 0.578
H -0.995 3.058 2.502
H 0.911 1.605 1.986
H 0.698 3.462 0.729
H -0.731 0.507 -2.626
*
```

- Frontier orbital gap: 9.642 eV
- Relative energy (zero: lowest compared OMol25 entry of this formula, charge and spin): 140.34 kcal per mole

---

[2]
Below is a structure of composition C9H18Cl3I2InNO3, with properties calculated with the ωB97M-V functional and the def2-TZVPD basis.

```
! RIJCOSX wB97M-V def2-TZVPD def2/J DEFGRID3
* xyz -1 1
C 1.148 2.955 -0.258
C 2.052 1.715 -0.653
I 4.068 2.562 -1.059
C 1.617 0.966 -1.975
I 1.286 2.444 -3.583
In -0.239 -0.304 -1.789
O -0.698 -0.964 -3.750
C -1.934 1.046 -1.170
C -3.382 0.380 -1.231
C -4.114 0.350 0.177
N -4.003 1.605 0.962
C -0.015 -2.146 -0.508
C 1.372 -2.322 0.166
O 1.574 -1.784 1.264
O 2.394 -3.104 -0.393
H 0.051 2.822 -0.476
H 1.459 3.920 -0.765
H 1.231 3.068 0.873
H 2.208 1.030 0.229
H 2.463 0.275 -2.289
H -0.500 -1.919 -3.763
H -1.682 1.416 -0.121
H -1.896 1.981 -1.820
H -3.297 -0.635 -1.727
H -4.009 1.027 -1.930
H -3.753 -0.511 0.810
H -5.229 0.189 -0.002
H -3.394 1.487 1.777
H -3.697 2.392 0.391
H -0.164 -3.050 -1.184
H -0.859 -2.169 0.235
H 2.851 -3.498 0.372
C 3.354 -2.173 4.573
Cl 4.652 -1.226 5.314
Cl 4.021 -3.428 3.524
Cl 2.318 -2.888 5.817
H 2.748 -1.508 3.963
*
```

- Frontier orbital gap: 7.249 eV

---

[3]
Below is a structure of composition C15H32EuN8O6, with properties calculated with the ωB97M-V functional and the def2-TZVPD basis.

```
! RIJCOSX wB97M-V def2-TZVPD def2/J DEFGRID3
* xyz 0 8
O 0.691 -1.249 -3.544
H 1.156 -1.168 -4.363
Eu 0.563 -0.385 -1.278
N -0.015 2.485 0.975
N 1.757 1.739 -1.084
N -0.949 -1.458 0.498
N -0.244 -2.784 -1.532
O -0.019 1.216 0.729
O -1.394 -0.772 1.620
O -0.212 -3.184 -2.744
O 2.702 1.046 -1.637
C 2.074 2.792 -0.316
C 1.122 3.140 0.713
C -1.472 -2.702 0.447
C -1.097 -3.441 -0.733
C 1.426 4.280 1.636
H 2.161 3.981 2.401
H 0.508 4.581 2.157
H 1.829 5.142 1.093
C 3.408 3.434 -0.441
H 3.827 3.148 -1.413
H 4.097 3.074 0.340
H 3.345 4.526 -0.377
C -2.313 -3.362 1.565
C -1.581 -4.877 -0.959
H -2.676 -2.554 2.243
H -1.673 -4.083 2.147
H -3.181 -3.923 1.118
H -1.225 -5.230 -1.952
H -2.701 -4.936 -0.905
H -1.168 -5.541 -0.151
H -0.978 0.126 1.432
H 0.265 -2.012 -3.214
C -1.191 0.222 -2.245
H -0.941 1.309 -2.052
H -2.031 -0.060 -1.612
H -1.365 0.093 -3.344
O -2.851 3.025 0.087
H -3.592 2.652 0.576
H -2.055 2.848 0.672
C 2.278 -0.402 1.945
N 2.401 -1.262 0.707
C 2.187 -2.671 1.111
N 3.144 -3.103 2.149
C 3.011 -2.214 3.333
N 3.245 -0.791 2.983
C 4.617 -0.682 2.432
N 4.801 -1.522 1.230
C 3.809 -1.123 0.212
C 4.527 -2.931 1.623
H 1.255 -0.507 2.339
H 2.454 0.654 1.662
H 2.308 -3.305 0.222
H 1.159 -2.769 1.490
H 3.770 -2.507 4.070
H 2.001 -2.321 3.754
H 4.822 0.368 2.178
H 5.314 -1.030 3.206
H 3.916 -1.774 -0.668
H 3.985 -0.076 -0.089
H 5.232 -3.206 2.422
H 4.658 -3.583 0.747
*
```

- Frontier orbital gap (alpha / beta): 6.637 / 5.418 eV
- Expectation value of S²: 15.9357

---

[4]
Below is a cluster of 2 separate species, C5H15N2 in total, with properties calculated with the ωB97M-V functional and the def2-TZVPD basis.

```
! RIJCOSX wB97M-V def2-TZVPD def2/J DEFGRID3
* xyz 1 1
C -0.772 2.007 -1.682
C 1.519 1.890 -1.146
N 0.371 1.294 -1.128
H -1.590 2.020 -0.958
H -1.177 1.442 -2.528
H -0.467 3.049 -1.920
H 1.645 2.855 -1.752
H 2.326 1.516 -0.500
H 0.088 -0.256 -0.069
C 1.149 -0.593 2.098
C -0.173 -1.175 1.660
N -0.188 -1.196 0.153
C -1.415 -1.674 -0.529
H 1.204 -0.564 3.152
H 1.301 0.419 1.783
H 1.926 -1.193 1.664
H -0.965 -0.491 1.912
H -0.296 -2.208 2.016
H 0.651 -1.697 -0.183
H -1.163 -1.990 -1.494
H -1.841 -2.590 0.013
H -2.134 -0.864 -0.561
*
```

- Frontier orbital gap: 11.265 eV
- Relative energy (zero: lowest compared OMol25 entry of this formula, charge and spin): 33.24 kcal per mole

---

[5]
Below is the molecule C3H6N2O, with properties calculated with the ωB97M-V functional and the def2-TZVPD basis.

```
! RIJCOSX wB97M-V def2-TZVPD def2/J DEFGRID3
* xyz 0 1
O 1.992 0.498 0.522
C 1.224 -0.113 -0.481
N 0.281 0.851 -0.804
C -0.913 0.649 -0.284
C -0.992 -0.789 0.113
N 0.425 -1.223 0.001
H 0.634 1.747 -1.110
H -1.724 1.360 -0.371
H 1.302 0.899 1.111
H -1.480 -0.962 1.083
H -1.573 -1.338 -0.643
H 0.825 -1.578 0.862
*
```

- Frontier orbital gap (alpha / beta): 6.878 / 8.046 eV
- Relative energy (zero: lowest compared OMol25 entry of this formula, charge and spin): 99.61 kcal per mole

---

[6]
Below is the molecule C2H7N5O2, with properties calculated with the ωB97M-V functional and the def2-TZVPD basis.

```
! RIJCOSX wB97M-V def2-TZVPD def2/J DEFGRID3
* xyz 0 1
N 1.023 1.080 0.576
N -0.014 1.130 -0.536
C -0.849 0.130 -0.093
N -2.091 0.290 -0.564
O -2.598 -1.078 -0.431
N -0.278 -1.024 0.473
N 1.116 -1.219 0.568
C 1.775 -0.708 -0.742
O 3.080 -0.742 -0.716
H 0.428 1.445 1.244
H 1.562 2.130 0.309
H -0.874 1.859 -0.545
H -3.674 -1.041 0.115
H -1.097 -1.529 0.895
H 1.217 -0.393 1.296
H 1.274 -0.332 -1.850
*
```

- Frontier orbital gap: 8.875 eV
- Structure (SMILES): NN/C(=N/O)NNC=O
- Relative energy (zero: lowest compared OMol25 entry of this formula, charge and spin): 184.63 kcal per mole

---

> Which formula does entry 2 have?

C9H18Cl3I2InNO3